[1]
# C52H46BaBrN9O

C52H46BaBrN9O as an isolated structure (the ωB97M-V functional and the def2-TZVPD basis, OMol25).

Results
- Lowest unoccupied orbital energy: -0.0059 Eh
- Orbital gap: 0.24910 Eh

The geometry in XYZ format:
```
110
C52H46BaBrN9O the ωB97M-V functional and the def2-TZVPD basis
Ba 1.05 -0.48 -0.32
Br -6.67 -2.43 1.54
C -4.89 -1.79 1.35
C -4.03 -1.81 2.45
C -2.74 -1.35 2.31
C -2.24 -0.87 1.08
O -0.99 -0.51 0.97
C -3.15 -0.84 -0.01
C -2.72 -0.27 -1.29
N -3.34 -0.49 -2.38
C -2.91 0.16 -3.60
C -3.96 1.23 -4.03
C -4.30 1.24 -5.49
C -3.60 0.57 -6.40
C -2.50 -0.34 -6.05
C -1.60 -0.61 -7.01
C -0.28 -1.22 -6.91
C 0.41 -1.22 -5.77
N -0.25 -0.81 -4.60
C -2.64 -0.97 -4.67
C -4.45 -1.32 0.14
H -4.38 -2.18 3.40
H -2.05 -1.38 3.15
H -1.85 0.39 -1.25
H -4.84 1.22 -3.40
H -5.09 1.92 -5.79
H -3.83 0.70 -7.45
H -1.83 -0.20 -8.00
H 0.21 -1.55 -7.82
H 1.45 -1.51 -5.70
H -5.11 -1.29 -0.73
C -2.42 3.34 -4.61
C -1.10 3.53 -4.69
C -0.15 2.71 -3.95
C -0.57 1.52 -3.46
N -1.92 1.25 -3.45
C -2.91 2.31 -3.63
N 0.31 0.60 -2.85
C 0.44 -0.56 -3.40
N 1.06 -1.59 -2.77
C 0.31 -2.73 -2.83
N 0.66 -3.86 -2.31
C 1.69 -4.02 -1.42
C 2.55 -5.12 -1.57
C 3.45 -5.43 -0.58
C 3.48 -4.66 0.58
C 2.61 -3.59 0.65
N 1.76 -3.24 -0.32
C -1.11 -2.64 -3.38
C -2.06 -3.57 -2.79
C -3.34 -3.74 -3.12
C -4.09 -3.05 -4.16
C -3.83 -1.91 -4.79
C -1.37 -1.63 -4.23
H -3.13 3.90 -5.20
H -0.71 4.29 -5.35
H 0.89 2.97 -3.90
H -3.18 2.78 -2.67
H 2.46 -5.72 -2.47
H 4.11 -6.28 -0.70
H 4.14 -4.89 1.41
H 2.59 -2.97 1.54
H -1.65 -4.19 -2.01
H -3.89 -4.50 -2.58
H -5.02 -3.54 -4.44
H -4.56 -1.59 -5.53
C 6.28 2.08 5.09
C 5.77 0.64 5.14
C 6.97 -0.31 5.19
C 4.93 0.44 6.41
C 4.89 0.38 3.92
C 5.17 -0.58 2.96
C 4.32 -0.74 1.88
N 3.22 -0.02 1.69
C 2.93 0.92 2.61
C 3.73 1.14 3.72
C 1.70 1.72 2.37
C 0.85 2.05 3.42
C -0.33 2.74 3.17
C -0.56 3.12 1.85
C 0.34 2.75 0.87
N 1.44 2.04 1.10
C -1.37 3.04 4.25
C -0.95 2.50 5.62
C -1.57 4.55 4.35
C -2.69 2.37 3.85
H 6.91 2.29 5.95
H 5.46 2.80 5.09
H 6.87 2.26 4.18
H 7.56 -0.09 6.08
H 7.62 -0.18 4.32
H 6.66 -1.35 5.24
H 5.55 0.62 7.29
H 4.54 -0.58 6.47
H 4.08 1.13 6.45
H 6.05 -1.20 3.03
H 4.53 -1.49 1.12
H 3.46 1.92 4.41
H 1.10 1.71 4.42
H -1.45 3.67 1.57
H 0.15 3.02 -0.17
H -0.02 2.96 5.96
H -0.82 1.42 5.60
H -1.72 2.73 6.35
H -0.64 5.05 4.64
H -2.33 4.78 5.10
H -1.89 4.98 3.40
H -2.56 1.29 3.71
H -3.08 2.77 2.91
H -3.44 2.53 4.62
```

Atom charges from the Löwdin analysis, given in e for atoms 1 to 8: 1.935 0.688 -0.704 -0.137 -0.036 -0.409 -0.449 -0.131

***

[2]
# C52H46N2OP2S3Tc

C52H46N2OP2S3Tc as an isolated structure in a non-equilibrium geometry (the ωB97M-V functional and the def2-TZVPD basis, OMol25).

Results
- Multiplicity: 2
- Lowest unoccupied orbital energy (alpha / beta): -0.2710 / -0.2701 Eh
- Total charge: +2
- Orbital gap (alpha / beta): 0.12622 / 0.12199 Eh
- ⟨S²⟩: 0.7588

The geometry in XYZ format:
```
107
C52H46N2OP2S3Tc the ωB97M-V functional and the def2-TZVPD basis
Tc -0.10 0.41 1.49
C 1.55 2.18 3.47
N 0.84 2.30 2.17
C -0.31 3.22 2.32
C -1.44 2.52 3.07
N -1.97 1.34 2.31
C -2.93 1.83 1.30
C -2.55 0.36 3.24
C -3.90 0.41 3.56
C -4.45 -0.48 4.48
C -3.65 -1.40 5.13
C -2.29 -1.45 4.83
C -1.75 -0.62 3.87
S 0.01 -0.63 3.51
C 1.85 2.68 1.17
C 2.55 3.83 1.28
C 3.68 4.08 0.39
C 4.26 3.06 -0.26
C 3.74 1.66 -0.08
C 2.28 1.67 0.22
S 1.17 0.92 -0.88
H 2.02 3.13 3.74
H 2.32 1.41 3.40
H 0.87 1.89 4.26
H -0.63 3.53 1.32
H -0.03 4.13 2.86
H -2.25 3.23 3.26
H -1.09 2.17 4.04
H -3.69 2.48 1.75
H -3.41 1.00 0.79
H -2.38 2.42 0.57
H -4.54 1.14 3.10
H -5.51 -0.42 4.71
H -4.07 -2.07 5.87
H -1.66 -2.14 5.38
H 2.32 4.56 2.04
H 4.05 5.09 0.29
H 5.10 3.23 -0.92
H 3.97 1.04 -0.94
O -0.43 -2.45 -0.26
S -1.17 -1.42 0.54
C 0.59 -2.27 2.94
C 0.15 -3.45 3.51
C 0.67 -4.66 3.06
C 1.66 -4.68 2.09
C 2.12 -3.49 1.55
C 1.58 -2.27 1.94
P 1.91 -0.65 1.15
C 1.95 -0.69 -0.68
C 1.63 1.58 -2.46
C 1.94 0.91 -3.57
C 2.01 -0.51 -3.86
C 2.20 -1.55 -3.04
C 2.35 -1.56 -1.59
C 3.67 -0.31 1.62
C 4.35 0.94 1.20
C 5.80 1.00 1.38
C 6.48 0.02 2.04
C 5.76 -1.07 2.56
C 4.38 -1.22 2.36
C -2.71 -1.07 -0.28
C -3.87 -1.29 0.46
C -5.10 -0.96 -0.07
C -5.17 -0.41 -1.35
C -4.02 -0.25 -2.10
C -2.77 -0.58 -1.58
P -1.24 -0.56 -2.60
C -1.63 -1.90 -3.78
C -2.49 -1.76 -4.87
C -2.78 -2.84 -5.68
C -2.22 -4.08 -5.41
C -1.38 -4.24 -4.31
C -1.08 -3.15 -3.51
C -1.41 0.99 -3.55
C -0.97 1.10 -4.87
C -0.89 2.34 -5.49
C -1.23 3.49 -4.80
C -1.66 3.40 -3.48
C -1.75 2.16 -2.86
H -0.61 -3.46 4.27
H 0.30 -5.59 3.48
H 2.06 -5.63 1.75
H 2.88 -3.52 0.79
H 1.60 2.66 -2.43
H 2.15 1.55 -4.42
H 1.97 -0.74 -4.92
H 2.28 -2.52 -3.50
H 2.83 -2.46 -1.20
H 4.00 1.70 1.96
H 6.31 1.88 1.02
H 7.55 0.09 2.18
H 6.29 -1.84 3.11
H 3.90 -2.11 2.75
H -3.80 -1.72 1.46
H -6.01 -1.13 0.50
H -6.13 -0.15 -1.78
H -4.09 0.15 -3.11
H -2.94 -0.80 -5.09
H -3.44 -2.72 -6.52
H -2.45 -4.93 -6.04
H -0.95 -5.21 -4.09
H -0.45 -3.27 -2.63
H -0.69 0.21 -5.42
H -0.56 2.40 -6.52
H -1.17 4.46 -5.29
H -1.95 4.30 -2.94
H -2.10 2.10 -1.84
```

Atom charges from the Löwdin analysis, given in e for atoms 1 to 8: 0.689 -0.070 -0.268 -0.143 -0.141 -0.251 -0.047 -0.258

***

- What is the formula in the first record?
  C52H46BaBrN9O

***

Please write out number 1 again, unchanged.
# C52H46BaBrN9O

C52H46BaBrN9O as an isolated structure (the ωB97M-V functional and the def2-TZVPD basis, OMol25).

Results
- Lowest unoccupied orbital energy: -0.0059 Eh
- Orbital gap: 0.24910 Eh

The geometry in XYZ format:
```
110
C52H46BaBrN9O the ωB97M-V functional and the def2-TZVPD basis
Ba 1.05 -0.48 -0.32
Br -6.67 -2.43 1.54
C -4.89 -1.79 1.35
C -4.03 -1.81 2.45
C -2.74 -1.35 2.31
C -2.24 -0.87 1.08
O -0.99 -0.51 0.97
C -3.15 -0.84 -0.01
C -2.72 -0.27 -1.29
N -3.34 -0.49 -2.38
C -2.91 0.16 -3.60
C -3.96 1.23 -4.03
C -4.30 1.24 -5.49
C -3.60 0.57 -6.40
C -2.50 -0.34 -6.05
C -1.60 -0.61 -7.01
C -0.28 -1.22 -6.91
C 0.41 -1.22 -5.77
N -0.25 -0.81 -4.60
C -2.64 -0.97 -4.67
C -4.45 -1.32 0.14
H -4.38 -2.18 3.40
H -2.05 -1.38 3.15
H -1.85 0.39 -1.25
H -4.84 1.22 -3.40
H -5.09 1.92 -5.79
H -3.83 0.70 -7.45
H -1.83 -0.20 -8.00
H 0.21 -1.55 -7.82
H 1.45 -1.51 -5.70
H -5.11 -1.29 -0.73
C -2.42 3.34 -4.61
C -1.10 3.53 -4.69
C -0.15 2.71 -3.95
C -0.57 1.52 -3.46
N -1.92 1.25 -3.45
C -2.91 2.31 -3.63
N 0.31 0.60 -2.85
C 0.44 -0.56 -3.40
N 1.06 -1.59 -2.77
C 0.31 -2.73 -2.83
N 0.66 -3.86 -2.31
C 1.69 -4.02 -1.42
C 2.55 -5.12 -1.57
C 3.45 -5.43 -0.58
C 3.48 -4.66 0.58
C 2.61 -3.59 0.65
N 1.76 -3.24 -0.32
C -1.11 -2.64 -3.38
C -2.06 -3.57 -2.79
C -3.34 -3.74 -3.12
C -4.09 -3.05 -4.16
C -3.83 -1.91 -4.79
C -1.37 -1.63 -4.23
H -3.13 3.90 -5.20
H -0.71 4.29 -5.35
H 0.89 2.97 -3.90
H -3.18 2.78 -2.67
H 2.46 -5.72 -2.47
H 4.11 -6.28 -0.70
H 4.14 -4.89 1.41
H 2.59 -2.97 1.54
H -1.65 -4.19 -2.01
H -3.89 -4.50 -2.58
H -5.02 -3.54 -4.44
H -4.56 -1.59 -5.53
C 6.28 2.08 5.09
C 5.77 0.64 5.14
C 6.97 -0.31 5.19
C 4.93 0.44 6.41
C 4.89 0.38 3.92
C 5.17 -0.58 2.96
C 4.32 -0.74 1.88
N 3.22 -0.02 1.69
C 2.93 0.92 2.61
C 3.73 1.14 3.72
C 1.70 1.72 2.37
C 0.85 2.05 3.42
C -0.33 2.74 3.17
C -0.56 3.12 1.85
C 0.34 2.75 0.87
N 1.44 2.04 1.10
C -1.37 3.04 4.25
C -0.95 2.50 5.62
C -1.57 4.55 4.35
C -2.69 2.37 3.85
H 6.91 2.29 5.95
H 5.46 2.80 5.09
H 6.87 2.26 4.18
H 7.56 -0.09 6.08
H 7.62 -0.18 4.32
H 6.66 -1.35 5.24
H 5.55 0.62 7.29
H 4.54 -0.58 6.47
H 4.08 1.13 6.45
H 6.05 -1.20 3.03
H 4.53 -1.49 1.12
H 3.46 1.92 4.41
H 1.10 1.71 4.42
H -1.45 3.67 1.57
H 0.15 3.02 -0.17
H -0.02 2.96 5.96
H -0.82 1.42 5.60
H -1.72 2.73 6.35
H -0.64 5.05 4.64
H -2.33 4.78 5.10
H -1.89 4.98 3.40
H -2.56 1.29 3.71
H -3.08 2.77 2.91
H -3.44 2.53 4.62
```

Atom charges from the Löwdin analysis, given in e for atoms 1 to 8: 1.935 0.688 -0.704 -0.137 -0.036 -0.409 -0.449 -0.131